The following is a quantum chemistry calculation of a cluster of 2 separate species, C9H20NO3P in total in a non-equilibrium geometry, from the OMol25 dataset.

Last column: Mulliken charge in e.
Element x y z (Å)
1 P 0.7656 0.1177 0.4565  0.26
2 O 2.5108 0.5298 -0.0535  -0.38
3 O 0.9745 -0.8027 1.6184  -0.75
4 O -2.1403 -0.2331 2.4512  -0.46
5 N -1.6152 0.6015 1.4825  0.11
6 C -0.7014 -1.9824 -0.3132  -2.17
7 C 3.5649 0.1072 0.5751  0.16
8 C -0.2180 -0.1621 -2.0700  -1.81
9 C -1.7491 2.7051 0.1562  -0.71
10 C -2.1918 1.7366 1.3523  0.33
11 C 1.4569 -1.8704 -1.5623  -1.91
12 C 3.6820 -1.2464 1.0271  -0.80
13 C -3.5136 2.1450 2.0347  -1.34
14 C 0.2950 -1.0776 -0.9785  2.12
15 H 2.8126 -1.7726 1.5518  0.28
16 H -2.4237 2.6105 -0.7309  0.22
17 H 0.5816 0.6641 -2.1686  0.33
18 H 4.6384 -1.4067 1.4408  0.40
19 H 4.4611 0.7741 0.7950  0.35
20 H -4.4492 2.0341 1.6910  0.38
21 H -0.2434 -0.6020 -3.0096  0.46
22 H 1.8139 -2.5796 -0.9709  0.35
23 H -1.5796 3.8050 0.4435  0.37
24 H -3.4871 1.5700 2.9287  0.37
25 H 2.1729 -1.0660 -1.7393  0.53
26 H -1.2541 -1.4402 0.3575  0.53
27 H 3.4644 -1.8587 0.0131  0.17
28 H -1.1954 0.1001 -1.8291  0.48
29 H -0.2280 -2.6315 0.2834  0.45
30 H -1.3729 -0.8705 2.4808  0.38
31 H -1.3846 -2.2928 -1.0598  0.51
32 H -3.3122 3.1633 2.2651  0.36
33 H 1.2061 -2.3394 -2.5598  0.38
34 H -0.7467 2.3258 -0.0978  0.06

Gap between HOMO and LUMO (spin up / spin down): 6.7 / 6.7 eV
LUMO energy (spin up / spin down): -0.439 / -0.437 eV
Strongest force on any atom: 5.48 eV/Å
E_tot: -26573.86084 eV